H15O8 | ωB97M-V/def2-TZVPD

For the orbital gap, the calculation gives 9.871 eV. As for the net charge: -1.

CARTESIAN COORDINATES (ANGSTROEM)
O (8.120, -50.603, -20.471)
H (8.822, -50.658, -21.198)
O (6.515, -52.719, -21.072)
H (7.025, -53.545, -20.937)
H (7.140, -52.031, -20.749)
O (5.133, -50.241, -20.031)
H (6.209, -50.243, -20.042)
H (4.811, -49.922, -20.884)
O (7.890, -50.310, -17.890)
H (8.098, -50.485, -18.801)
H (7.795, -49.352, -17.921)
O (10.589, -51.751, -20.480)
H (10.795, -52.008, -21.335)
H (9.855, -51.222, -20.676)
O (7.604, -49.190, -22.349)
H (7.695, -49.802, -21.590)
H (7.192, -48.372, -22.319)
O (6.219, -52.356, -18.096)
H (6.835, -51.714, -18.019)
H (6.747, -53.203, -17.829)
O (9.261, -47.997, -19.910)
H (9.766, -47.936, -20.862)
H (8.920, -48.978, -20.170)

---

H15O8Pb | ωB97M-V/def2-TZVPD

For the orbital gap, the calculation gives 8.260 eV. As for the net charge: +1.

CARTESIAN COORDINATES (ANGSTROEM)
Pb (-0.047, 0.167, -0.088)
O (1.407, 1.886, -0.187)
H (2.246, 2.351, -0.098)
O (-0.516, 0.922, 2.191)
H (-0.231, 0.480, 2.945)
H (-1.150, 1.579, 2.489)
O (-0.092, -2.231, -0.544)
H (0.511, -2.420, -1.227)
H (-0.115, -3.064, 0.010)
O (1.706, -0.714, 1.517)
H (1.809, -1.248, 2.323)
H (2.603, -0.300, 1.382)
O (2.060, -0.618, -1.627)
H (2.526, 0.237, -1.696)
H (2.812, -1.258, -1.728)
O (-2.274, -0.750, 0.552)
H (-2.864, -0.378, 1.236)
H (-2.337, -1.726, 0.805)
O (-1.575, 2.175, -0.450)
H (-1.032, 2.820, 0.030)
H (-2.314, 2.110, 0.133)
O (-0.967, 0.010, -2.314)
H (-0.340, -0.300, -3.015)
H (-1.826, 0.271, -2.639)

---

E_LUMO across the listed records, respectively: 3.39 -3.11 eV.
Energy above the lowest of the compared OMol25 structures with the same formula, charge and spin across the listed records, respectively: 3.755 0.004 eV.